Here is a cluster of 2 separate species, C6H14O in total from the Open Molecules 2025 dataset. Energies are from the ωB97M-V functional and the def2-TZVPD basis.

Each line ends with the natural charge from an NBO analysis.
Positions of all 21 atoms, in Å:
C: -1.29724 -1.40613 -0.77663  -0.670
C: -0.67692 -1.13251 0.56633  -0.134
C: -2.27037 1.48547 0.58864  -0.865
C: 0.51740 -0.57449 0.76267  -0.224
C: 1.42227 -0.15436 -0.36509  0.052
C: 2.50223 0.81940 0.09243  -0.625
O: 1.97645 -1.34351 -0.91892  -0.716
H: -2.37596 -1.56286 -0.69722  0.216
H: -0.85870 -2.28568 -1.25323  0.238
H: -1.13553 -0.56566 -1.45920  0.214
H: -1.30121 -1.33813 1.43454  0.202
H: -3.09547 0.76977 0.67396  0.208
H: -2.29254 1.94464 -0.40171  0.209
H: -2.37739 2.25072 1.35614  0.211
H: 0.84958 -0.36485 1.77875  0.203
H: -1.31284 0.98450 0.72947  0.230
H: 0.80170 0.35052 -1.12552  0.156
H: 3.07256 0.39407 0.92404  0.212
H: 2.06127 1.76320 0.43094  0.216
H: 3.19469 1.05466 -0.72562  0.204
H: 2.59600 -1.08876 -1.61478  0.463

Calculated values
**Relative energy (zero: lowest compared OMol25 entry of this formula, charge and spin)**: 1.332 eV
**Max |F|**: 0.471 eV Å⁻¹
**DFT total energy**: -8495.560 eV
**HOMO**: -9.3167 eV